78
Properties=species:S:1:pos:R:3 method="wB97M-V/def2-TZVPD" de_lowest_kcal_mol=92.5 charge=0 orbital_gap_ev="4.80 / 4.71" energy_ev=-97981.78846 e_homo_ev="-5.69 / -5.69"
C 4.676 2.574 1.492
C 4.358 1.810 0.336
C 2.976 2.021 0.034
H 5.060 1.198 -0.235
C 2.447 2.910 1.016
C 3.491 3.242 1.919
H 3.404 3.902 2.782
H 5.658 2.646 1.958
H 2.430 1.616 -0.824
H 1.423 3.288 1.051
Pb 2.021 -1.122 0.846
Si -1.311 -0.878 -2.298
C -1.898 -2.607 -2.773
C -3.055 -3.155 -2.216
H -3.638 -2.600 -1.475
C -3.489 -4.429 -2.602
H -4.393 -4.846 -2.155
C -2.767 -5.159 -3.550
H -3.126 -6.136 -3.877
C -1.571 -4.639 -4.058
H -0.967 -5.225 -4.752
C -1.139 -3.368 -3.663
H -0.196 -2.966 -4.044
C -3.084 -0.057 -2.424
C -3.486 0.044 -3.768
H -2.757 -0.137 -4.560
C -4.813 0.324 -4.113
H -5.103 0.359 -5.158
C -5.765 0.550 -3.120
H -6.811 0.733 -3.368
C -5.351 0.544 -1.788
H -6.059 0.768 -0.998
C -4.024 0.259 -1.442
H -3.807 0.264 -0.294
H -0.546 -0.245 -3.405
Si -2.644 0.679 0.858
C -2.027 2.393 0.536
C -1.845 2.934 -0.754
H -2.093 2.339 -1.641
C -1.352 4.233 -0.910
H -1.227 4.643 -1.913
C -1.004 4.992 0.216
H -0.612 6.001 0.102
C -1.177 4.456 1.499
H -0.879 5.028 2.381
C -1.721 3.182 1.660
H -1.902 2.778 2.659
C -1.431 -0.612 0.420
C -0.542 -0.343 -0.703
H -0.225 0.692 -0.895
C 0.261 -1.457 -1.241
H 1.169 -1.223 -1.821
C 0.119 -2.756 -0.639
H 0.693 -3.592 -1.033
C -0.729 -2.941 0.425
H -0.813 -3.924 0.896
C -1.445 -1.881 0.986
H -2.051 -2.045 1.883
H -3.198 0.546 2.134
Cl 1.625 -2.925 2.545
N 5.966 -2.136 0.535
C 5.674 -1.374 1.605
N 4.478 -0.967 1.980
C 4.560 -0.208 3.152
C 5.852 -0.026 3.615
S 7.004 -0.773 2.588
C 3.379 0.395 3.696
C 3.269 1.258 4.769
S 1.667 1.851 4.938
C 1.177 0.796 3.630
N 2.183 0.188 3.030
N -0.105 0.555 3.326
H 6.911 -2.498 0.484
H 5.234 -2.600 0.013
H 6.095 0.557 4.494
H 4.099 1.533 5.408
H -0.828 1.033 3.843
H -0.352 -0.263 2.765

70
Properties=species:S:1:pos:R:3 method="wB97M-V/def2-TZVPD" charge=+3 spin_multiplicity=3 orbital_gap_ev="5.76 / 6.52" energy_ev=-48536.79902 e_homo_ev="-17.43 / -17.47"
W 0.264 0.288 0.328
C 0.146 0.851 2.991
C 0.168 -0.675 3.121
N 0.470 -1.338 1.803
C -0.337 -2.608 1.676
C -0.492 -3.092 0.253
C 1.938 -1.658 1.704
C 2.782 -0.398 1.663
N 2.169 0.532 0.689
C 2.876 1.633 0.178
C 2.138 2.560 -0.561
F 0.756 2.330 -0.630
C 2.655 3.675 -1.160
F 1.854 4.489 -1.818
C 4.018 3.915 -1.048
C 4.789 3.026 -0.325
F 6.079 3.218 -0.194
C 4.241 1.902 0.291
F 5.043 1.099 0.971
H -0.651 1.291 3.586
H -0.086 1.206 1.957
H 1.079 1.338 3.261
H -0.800 -1.027 3.461
H 0.898 -0.980 3.869
H -1.314 -2.410 2.111
H 0.152 -3.356 2.302
H -0.854 -2.287 -0.395
H -1.245 -3.880 0.221
H 0.426 -3.492 -0.177
H 2.084 -2.221 0.783
H 2.247 -2.281 2.544
H 3.796 -0.668 1.375
H 2.864 0.089 2.637
H 4.468 4.786 -1.511
N 0.735 -0.133 -1.809
C 1.136 -1.508 -2.175
C 0.252 -2.301 -2.879
C 0.638 -3.589 -3.225
C 1.896 -4.060 -2.870
C 2.783 -3.237 -2.185
C 2.403 -1.947 -1.835
H 1.524 0.481 -2.023
H -0.005 0.162 -2.447
H -0.720 -1.924 -3.183
H -0.039 -4.217 -3.790
H 2.197 -5.060 -3.154
H 3.780 -3.589 -1.948
H 3.110 -1.282 -1.346
C -2.220 2.255 0.637
N -1.879 0.817 0.159
C -2.325 0.769 -1.325
N -3.696 1.112 -1.487
C -3.925 2.481 -0.993
N -3.593 2.570 0.435
C -4.436 1.625 1.182
N -4.211 0.249 0.711
C -2.850 -0.116 0.915
C -4.537 0.178 -0.720
H -1.585 2.948 0.085
H -1.986 2.306 1.701
H -2.157 -0.252 -1.680
H -1.702 1.480 -1.875
H -4.970 2.741 -1.137
H -3.312 3.183 -1.559
H -5.481 1.885 1.038
H -4.209 1.691 2.247
H -2.672 -1.131 0.553
H -2.598 -0.046 1.976
H -5.582 0.442 -0.863
H -4.384 -0.838 -1.085

43
Properties=species:S:1:pos:R:3 method="wB97M-V/def2-TZVPD" de_lowest_kcal_mol=1.7 charge=+3 spin_multiplicity=3 orbital_gap_ev="5.44 / 5.97" energy_ev=-45380.02936 e_homo_ev="-17.36 / -17.44"
Mo 0.232 -0.564 -0.188
Cl 6.019 3.385 0.141
C 4.780 2.267 -0.179
C 5.099 0.918 -0.414
C 4.112 -0.002 -0.694
C 2.779 0.398 -0.737
O 1.853 -0.510 -1.148
C 2.433 1.755 -0.472
C 1.096 2.240 -0.494
N 0.039 1.470 -0.432
C -1.284 1.944 -0.646
C -1.745 3.237 -0.576
C -3.093 3.511 -0.877
C -3.953 2.512 -1.250
C -3.500 1.172 -1.326
C -4.300 0.086 -1.724
C -3.761 -1.187 -1.783
C -2.437 -1.380 -1.427
N -1.643 -0.373 -1.028
C -2.157 0.906 -0.999
C 3.463 2.678 -0.221
H 6.137 0.614 -0.397
H 4.370 -1.024 -0.936
H 0.955 3.313 -0.591
H -1.101 4.057 -0.285
H -3.444 4.532 -0.812
H -4.985 2.734 -1.487
H -5.336 0.252 -1.995
H -4.352 -2.034 -2.098
H -1.998 -2.369 -1.465
H 3.222 3.718 -0.039
C -0.091 -3.697 4.110
O -0.403 -2.452 3.386
C -0.118 -2.282 2.164
O -0.403 -1.157 1.622
N 0.475 -3.217 1.399
N 0.688 -2.875 0.044
H -0.286 -3.456 5.149
H 0.960 -3.943 3.973
H -0.766 -4.479 3.766
H 0.641 -4.167 1.707
H 0.137 -3.495 -0.551
H 1.669 -3.037 -0.192

Look up the charge of the third one. +3

Which value of charge does entry 1 give? 0